Record 1
Formula: C72H72N6PRbTe
Source: the OMol25 dataset
Level of theory: the ωB97M-V functional and the def2-TZVPD basis

Positions of all 153 atoms, in Å:
Rb: -0.078298 0.227217 0.098466
C: -4.985199 0.186464 -3.493566
C: -3.872705 0.827996 -4.329847
C: -2.510797 0.482350 -3.810751
C: -1.668094 -0.485551 -4.260989
C: -1.865371 -1.372865 -5.452228
C: -1.238550 -0.788167 -6.722878
C: -0.489045 -0.440614 -3.385083
C: 0.631743 -1.274883 -3.485799
C: 1.778870 -1.274498 -2.673383
C: 2.916549 -2.188796 -2.812704
C: 3.052031 -3.277569 -3.832757
C: 3.435731 -2.747101 -5.219589
C: 3.807491 -1.831055 -1.845742
C: 3.204241 -0.694541 -1.137462
C: 3.836959 0.019565 -0.111810
C: 3.407402 1.183185 0.553915
N: 2.210712 1.761468 0.335616
C: 2.171665 2.923272 1.011941
C: 1.094483 3.824742 1.022091
C: -0.128021 3.737591 0.344814
N: -0.440828 2.756183 -0.520369
C: -1.685751 2.981284 -0.966797
C: -2.328364 2.226016 -1.964215
C: -1.830151 1.126002 -2.679500
N: -0.640192 0.532851 -2.467837
C: -2.236119 4.186901 -0.335977
C: -1.255330 4.672877 0.474711
C: -1.268010 5.929631 1.300628
C: -2.263291 5.937435 2.468800
C: -3.595998 4.760082 -0.602075
C: -3.575875 5.880571 -1.647399
C: 3.419722 3.102480 1.747486
C: 4.193934 2.010325 1.485923
C: 5.545673 1.805361 2.127286
C: 6.195733 0.425256 2.038464
C: 3.802056 4.291944 2.570870
C: 4.586854 5.327407 1.756321
N: 1.990272 -0.426495 -1.652667
C: 5.142232 -2.444187 -1.551445
C: 6.282784 -1.834268 -2.372697
H: -5.977652 0.501174 -3.828241
H: -4.869740 0.450297 -2.441225
H: -4.926185 -0.901186 -3.569297
H: -4.001916 1.914209 -4.333147
H: -3.969693 0.500767 -5.369475
H: -2.934010 -1.541425 -5.616358
H: -1.424320 -2.354583 -5.266847
H: -1.681454 0.182590 -6.953523
H: -1.383518 -1.450060 -7.581608
H: -0.167733 -0.636792 -6.577984
H: 0.616254 -2.008819 -4.287871
H: 2.111382 -3.831557 -3.912781
H: 3.808900 -3.995709 -3.500895
H: 2.678189 -2.051033 -5.582530
H: 3.536589 -3.560155 -5.944080
H: 4.383163 -2.206843 -5.172933
H: 4.819873 -0.345830 0.147110
H: 1.230159 4.699937 1.649863
H: -3.312523 2.569670 -2.268700
H: -1.480698 6.787523 0.652467
H: -0.265192 6.100344 1.698022
H: -3.292414 6.029632 2.120269
H: -2.065958 6.779544 3.138008
H: -2.202728 5.016949 3.049541
H: -4.034069 5.137789 0.325358
H: -4.259743 3.964299 -0.950184
H: -2.961533 6.716687 -1.307775
H: -4.583428 6.256539 -1.847651
H: -3.149895 5.515410 -2.583315
H: 5.433330 2.045137 3.191067
H: 6.253005 2.546059 1.734504
H: 5.496532 -0.359432 2.333260
H: 7.059081 0.379095 2.707341
H: 6.549751 0.204758 1.031334
H: 4.400630 3.974603 3.431674
H: 2.907311 4.770352 2.976222
H: 5.521370 4.901988 1.385797
H: 4.825327 6.212764 2.353186
H: 3.999950 5.638363 0.890784
H: 5.109110 -3.523706 -1.735147
H: 5.370598 -2.322866 -0.488165
H: 6.112946 -1.989924 -3.439578
H: 7.243750 -2.284653 -2.108567
H: 6.342641 -0.758577 -2.198475
C: 1.620199 2.064688 5.446092
C: 1.132721 0.774780 5.292003
C: 0.042887 0.524989 4.465658
C: -0.573869 1.562983 3.771953
C: -0.069921 2.854658 3.931798
C: 1.007580 3.108412 4.764906
P: -2.000484 1.355576 2.613132
C: -3.256748 2.362011 3.524333
C: -4.276718 2.940639 2.772021
C: -5.281515 3.685148 3.375667
C: -5.273349 3.874763 4.750149
C: -4.261255 3.304933 5.514282
C: -3.266840 2.552144 4.906691
C: -2.510247 -0.358730 2.966655
C: -3.654858 -0.733583 3.669565
C: -3.920401 -2.085553 3.853120
C: -3.026814 -3.025329 3.354275
C: -1.887090 -2.613332 2.664220
C: -1.580824 -1.263612 2.405625
H: 2.477127 2.258512 6.081060
H: 1.600372 -0.046692 5.824401
H: -0.327029 -0.484750 4.337236
H: -0.525897 3.668098 3.380528
H: 1.387458 4.118351 4.867165
H: -4.265884 2.814184 1.694090
H: -6.064120 4.130816 2.772331
H: -6.046984 4.466923 5.224986
H: -4.248859 3.445268 6.589266
H: -2.481989 2.107968 5.508000
H: -4.337943 0.009472 4.071643
H: -4.814018 -2.400638 4.382569
H: -3.234381 -4.084041 3.496566
H: -1.216103 -3.392532 2.298020
N: 6.095677 -5.591037 1.306628
C: 5.272665 -4.819077 1.531315
C: 4.241470 -3.865273 1.816774
C: 4.174452 -3.224270 3.054752
C: 3.163761 -2.312665 3.266194
C: 2.250933 -2.067785 2.243113
N: 2.307114 -2.683257 1.069107
C: 3.274592 -3.559965 0.860306
H: 4.911018 -3.441057 3.817808
H: 3.084158 -1.773388 4.200553
H: 1.482416 -1.315807 2.361193
H: 3.298222 -4.039460 -0.114325
Te: -0.400540 -3.566016 -0.779538
C: -0.306036 -5.062167 -2.301749
C: -0.704329 -4.766606 -3.601453
C: -0.622670 -5.722755 -4.603935
C: -0.129963 -6.989612 -4.317517
C: 0.268867 -7.294625 -3.023684
C: 0.179778 -6.335312 -2.021541
C: -2.516255 -3.765160 -0.702226
C: -3.101088 -4.796165 0.025321
C: -4.480888 -4.927183 0.072592
C: -5.287120 -4.018452 -0.599518
C: -4.708779 -2.979927 -1.314636
C: -3.326163 -2.849940 -1.367305
H: -1.081860 -3.776521 -3.819886
H: -0.933699 -5.473516 -5.611781
H: -0.052993 -7.733638 -5.101336
H: 0.650828 -8.282028 -2.792453
H: 0.492253 -6.577391 -1.012699
H: -2.469992 -5.488821 0.568593
H: -4.928527 -5.725624 0.652565
H: -6.365660 -4.109860 -0.550629
H: -5.336065 -2.257947 -1.822460
H: -2.876340 -2.023487 -1.909400

Atoms 1-6, force components in eV/Å:
Rb 0.2 -0.8 0.6
C 0.0 0.0 -0.1
C 0.0 0.0 0.1
C 0.0 0.0 0.0
C 0.0 -0.1 0.1
C 0.0 0.1 0.0

Output
Strongest force on any atom in eV Å⁻¹: 0.98
Net charge: -2
Kohn-Sham gap in eV: 4.8
Energy above the lowest of the compared OMol25 structures with the same formula, charge and spin in kJ/mol: 29.2
E_LUMO in eV: 3.6
HOMO level in Eh: -0.045


Record 2
Formula: C9H11N2P
Source: the OMol25 dataset
Level of theory: the ωB97M-V functional and the def2-TZVPD basis

Positions of all 23 atoms, in Å:
C: 1.524124 -2.197459 0.265971
C: 0.375073 -1.959492 -0.058198
C: 0.812630 0.366301 -0.270630
C: 2.323728 -0.056202 -0.120322
C: 2.823309 -1.485681 0.406067
C: -1.731232 1.111231 0.690688
C: -0.854892 1.854033 -0.344136
C: -0.313930 -0.764871 -0.357944
C: -1.485254 -0.413610 0.537998
N: 0.562134 1.590029 -0.116805
N: 3.088572 0.875215 -0.504150
P: -2.930746 -1.275867 -0.364413
H: 3.012365 -1.266294 1.495861
H: 3.525576 -1.741041 -0.309216
H: -1.495478 1.317736 1.780517
H: -2.832841 1.128097 0.564650
H: -1.054444 1.613165 -1.342532
H: -0.868925 3.008692 -0.200898
H: -0.480133 -0.627213 -1.494359
H: -1.201320 -0.802496 1.455806
H: 4.052878 0.550452 -0.377205
H: -2.948071 -0.361849 -1.409448
H: -3.903113 -0.462885 0.072700

Atoms 1-6, force components in eV/Å:
C 2.7 -0.6 0.1
C -1.2 -0.4 0.1
C 5.1 -1.8 1.2
C -2.9 1.1 -0.5
C -4.3 1.8 1.9
C 0.0 -1.2 0.7

Output
<S²>: 2.022
Strongest force on any atom in eV Å⁻¹: 5.52
2S+1: 3
Kohn-Sham gap (spin up / spin down) in eV: 5.1 / 5.9
Energy above the lowest of the compared OMol25 structures with the same formula, charge and spin in kJ/mol: 512.4
E_LUMO (spin up / spin down) in eV: 0.0 / -3.3
HOMO level (spin up / spin down) in Eh: -0.187 / -0.337


Record 3
Formula: C3H3N3O
Source: the OMol25 dataset
Level of theory: the ωB97M-V functional and the def2-TZVPD basis

Positions of all 10 atoms, in Å:
N: -1.775974 0.728833 1.602251
C: -0.987660 0.776337 0.674248
N: 0.913265 -2.108317 -0.462441
N: 0.651223 -1.328242 -1.397302
O: 1.097120 -1.151523 0.553683
C: 0.928154 -0.184597 -0.506271
C: -0.045044 0.899690 -0.241513
H: -2.701288 0.344423 1.420741
H: 1.896327 0.199983 -0.836046
H: 0.023877 1.823414 -0.807351

Atoms 1-6, force components in eV/Å:
N 0.5 0.0 -0.5
C -0.3 -0.1 0.3
N -0.3 0.1 -0.1
N 0.0 -0.2 0.3
O 0.2 -0.1 0.0
C 0.0 0.3 -0.2

Output
Strongest force on any atom in eV Å⁻¹: 0.69
Kohn-Sham gap in eV: 10.3
Energy above the lowest of the compared OMol25 structures with the same formula, charge and spin in kJ/mol: 434.7
E_LUMO in eV: 0.6
HOMO level in Eh: -0.354


Record 4
Formula: C39H56As2Cl5HgN2OSSi3
Source: the OMol25 dataset
Level of theory: the ωB97M-V functional and the def2-TZVPD basis

Positions of all 110 atoms, in Å:
Hg: 0.328928 0.199376 -0.425632
C: -3.283497 0.638481 0.883630
C: -2.315381 1.243729 1.920011
N: -1.111112 1.777590 1.303939
C: -1.165476 3.132886 0.784517
C: -2.027057 3.354872 -0.464882
S: -1.624660 2.312355 -1.907658
C: -3.109645 1.284885 -2.148011
C: -3.108094 -0.092631 -1.467559
N: -2.544592 -0.075993 -0.137484
H: -3.860137 1.432663 0.411177
H: -4.005318 -0.000611 1.407969
H: -2.007447 0.447790 2.600596
H: -2.851406 2.006580 2.505511
H: -0.340571 1.714474 1.956652
H: -0.137530 3.408800 0.535341
H: -1.542381 3.842915 1.541115
H: -1.872312 4.385102 -0.785143
H: -3.086741 3.222195 -0.261210
H: -3.177987 1.134812 -3.224901
H: -3.954266 1.903184 -1.844603
H: -2.496652 -0.783303 -2.052427
H: -4.147129 -0.459441 -1.496920
H: -2.338312 -1.019054 0.169022
Cl: -4.359294 -5.943067 0.628128
C: -3.119231 -4.881930 0.069667
C: -2.468380 -4.024877 0.950459
Cl: -2.904657 -4.023047 2.621160
C: -1.466165 -3.180737 0.497997
Cl: -0.667128 -2.120658 1.603403
C: -1.058501 -3.101154 -0.867866
O: -0.164555 -2.308626 -1.286660
C: -1.772761 -3.991500 -1.729811
Cl: -1.341873 -3.965004 -3.399137
C: -2.743885 -4.866632 -1.276947
Cl: -3.534139 -5.932696 -2.377338
C: 2.274058 -3.101322 3.650293
Si: 3.103413 -1.822484 2.523898
C: 4.904532 -1.695515 3.103009
C: 3.172947 -2.518385 0.771908
As: 1.880889 0.218599 2.475348
Si: 1.111095 0.422653 4.711626
C: 0.419484 2.153542 5.085695
C: 2.489645 0.065267 5.960567
C: -0.329526 -0.793280 4.857966
Si: 3.459367 1.972755 2.252407
C: 2.754162 3.565303 3.007277
C: 3.689712 2.258921 0.389916
C: 5.202370 1.796599 2.980619
H: 2.829752 -4.039460 3.597269
H: 1.252406 -3.304942 3.327343
H: 2.243506 -2.791420 4.696028
H: 5.309504 -2.699403 3.246234
H: 5.009094 -1.158155 4.046909
H: 5.525686 -1.200200 2.355292
H: 3.228772 -3.608551 0.786568
H: 4.062993 -2.153406 0.258174
H: 2.301711 -2.238543 0.175096
H: 1.187505 2.808657 5.496612
H: -0.388711 2.091671 5.816078
H: 0.019452 2.637017 4.192314
H: 3.396197 0.608669 5.686798
H: 2.735229 -0.997166 5.983168
H: 2.209148 0.369160 6.970437
H: -1.059609 -0.592952 4.071155
H: -0.839181 -0.728643 5.820361
H: 0.007508 -1.821522 4.720717
H: 1.684764 3.671419 2.815185
H: 3.256650 4.441360 2.593780
H: 2.900784 3.587585 4.088267
H: 2.950177 1.696976 -0.185393
H: 4.679323 1.934310 0.065215
H: 3.585712 3.310135 0.116726
H: 5.202148 1.481692 4.025250
H: 5.717974 2.757810 2.925522
H: 5.792485 1.075018 2.414799
C: 3.746006 3.837980 -4.068579
C: 4.757760 2.890433 -4.118787
C: 4.535033 1.604845 -3.645710
C: 3.301463 1.256573 -3.106248
C: 2.292831 2.214245 -3.060007
C: 2.510258 3.496941 -3.537646
As: 2.872371 -0.530064 -2.427242
C: 2.178242 -1.208632 -4.107040
C: 0.802902 -1.372212 -4.223331
C: 0.240881 -1.727387 -5.440886
C: 1.053269 -1.941866 -6.543606
C: 2.429317 -1.795172 -6.428799
C: 2.989144 -1.416001 -5.219674
C: 4.645329 -1.334267 -2.300311
C: 5.605112 -0.680428 -1.527066
C: 6.815891 -1.284568 -1.232926
C: 7.078379 -2.566650 -1.697385
C: 6.126009 -3.229565 -2.457098
C: 4.910763 -2.625010 -2.745661
H: 3.920257 4.836958 -4.447181
H: 5.725417 3.150375 -4.529127
H: 5.330977 0.872196 -3.700972
H: 1.316828 1.957071 -2.657133
H: 1.717567 4.232756 -3.487445
H: 0.178804 -1.251155 -3.345508
H: -0.830586 -1.850453 -5.529774
H: 0.619716 -2.230719 -7.492495
H: 3.066421 -1.973696 -7.286033
H: 4.061681 -1.275389 -5.143702
H: 5.396013 0.316312 -1.155015
H: 7.555887 -0.762569 -0.638879
H: 8.020642 -3.044121 -1.462721
H: 6.337060 -4.227715 -2.819214
H: 4.167368 -3.159842 -3.325535

Atoms 1-6, force components in eV/Å:
Hg -0.3 -0.3 -0.1
C 0.2 0.1 0.0
C -0.1 -0.1 -0.2
N 0.1 0.3 0.2
C -0.1 0.0 -0.1
C 0.1 -0.4 -0.1

Output
<S²>: 0.754
Strongest force on any atom in eV Å⁻¹: 1.00
2S+1: 2
Kohn-Sham gap (spin up / spin down) in eV: 7.0 / 5.9
Energy above the lowest of the compared OMol25 structures with the same formula, charge and spin in kJ/mol: 0.0
E_LUMO (spin up / spin down) in eV: 0.4 / -1.4
HOMO level (spin up / spin down) in Eh: -0.244 / -0.266